Below is an isolated molecule of C20H35N3O5S, with properties calculated with ωB97M-V with the def2-TZVPD basis set.

Last column: Löwdin charge in e.
Geometry (Å):
C -3.9120 -3.5965 4.7527  -0.059
C -4.1059 -3.4453 3.2450  -0.564
C -4.9833 -4.5981 2.7516  -0.042
C -4.7726 -2.0910 2.9584  -0.157
C -4.8301 -1.7431 1.4732  -0.183
C -3.4386 -1.7829 0.8483  -0.146
C -2.7886 -3.1540 1.0701  -0.230
C -1.4372 -3.2222 0.3800  -0.463
O -1.2695 -3.8478 -0.6540  0.064
N -0.4274 -2.5272 0.9726  0.087
C 0.8225 -2.3091 0.2772  -0.122
C 0.7423 -1.1461 -0.6912  -0.333
C 2.0253 -0.9501 -1.4832  -0.122
C 1.9219 0.3054 -2.3457  -0.126
C 1.5365 1.5003 -1.4897  -0.422
C 0.2739 1.1620 -0.7114  -0.143
O 0.4505 0.0098 0.0910  -0.091
C 2.6362 2.0812 -0.5683  -0.045
C 2.1697 3.4976 -0.9616  -0.251
N 3.2315 4.4493 -1.2285  0.112
C 3.1655 5.3428 -2.2365  -0.527
O 2.1582 5.5859 -2.8725  0.073
C 4.4507 6.1131 -2.5311  -0.146
S 5.9089 5.1263 -2.7525  0.572
N 5.4656 4.0550 -3.9139  -0.047
O 6.9238 5.9848 -3.2802  -0.292
O 6.1218 4.3706 -1.5460  -0.313
C 1.4414 2.8797 -2.1752  -0.054
C -2.7281 -3.4778 2.5649  -0.111
H -3.2886 -2.7919 5.1498  0.083
H -4.8724 -3.5672 5.2725  0.086
H -3.4295 -4.5474 4.9908  0.086
H -5.1734 -4.5551 1.6795  0.073
H -4.5071 -5.5578 2.9652  0.089
H -5.9499 -4.5821 3.2602  0.088
H -5.7776 -2.0868 3.3909  0.120
H -4.2050 -1.3100 3.4786  0.122
H -5.4823 -2.4454 0.9462  0.111
H -5.2733 -0.7536 1.3424  0.111
H -3.4872 -1.5637 -0.2209  0.124
H -2.8174 -1.0032 1.3059  0.119
H -3.3883 -3.9071 0.5563  0.144
H -0.6671 -1.8704 1.6957  0.129
H 1.6037 -2.1069 1.0127  0.134
H 1.0747 -3.2196 -0.2636  0.131
H -0.0930 -1.3222 -1.3857  0.159
H 2.8586 -0.8508 -0.7789  0.127
H 2.2143 -1.8340 -2.0960  0.126
H 2.8628 0.5038 -2.8660  0.118
H 1.1560 0.1575 -3.1160  0.130
H -0.0044 1.9716 -0.0342  0.137
H -0.5566 1.0061 -1.4163  0.141
H 2.6035 1.8087 0.4864  0.120
H 3.6348 1.8778 -0.9629  0.122
H 1.4615 3.9112 -0.2424  0.150
H 4.1406 4.2665 -0.8275  0.112
H 4.3009 6.6808 -3.4458  0.115
H 4.6920 6.7996 -1.7172  0.121
H 5.9088 4.2372 -4.8038  0.080
H 5.5454 3.0967 -3.6038  0.076
H 2.0621 2.9247 -3.0706  0.122
H 0.4535 3.2696 -2.4154  0.122
H -2.0852 -2.7496 3.0729  0.119
H -2.2681 -4.4592 2.7178  0.134

Computed properties:
* charge: 0
* Kohn-Sham gap: 9.7597 eV
* LUMO: 0.4 eV
* relative energy (zero: lowest compared OMol25 entry of this formula, charge and spin): 7.75 kJ/mol


Below is F14NO4P2RbS2 as an isolated structure in a non-equilibrium geometry, with properties calculated with ωB97M-V with the def2-TZVPD basis set.

Last column: Löwdin charge in e.
Geometry (Å):
Rb 0.2264 1.3171 -1.1350  1.660
P 2.8215 0.5622 0.5308  0.259
F 3.2195 -0.0419 1.9925  -0.174
F 2.5439 -0.9633 -0.1125  -0.194
F 1.2839 0.6445 1.1314  -0.252
F 2.1573 1.1880 -0.8402  -0.545
F 3.0239 2.0889 1.0860  -0.172
F 4.3339 0.3165 0.0417  -0.151
P 0.0292 -1.2058 -2.8003  0.251
F 1.4737 -1.0456 -2.0547  -0.191
F 0.2936 0.3081 -3.3702  -0.320
F 0.7339 -1.5953 -4.2274  -0.180
F -1.4891 -1.1293 -3.4358  -0.178
F -0.1929 -2.7539 -2.3158  -0.145
F -0.6542 -0.5866 -1.4293  -0.444
N -2.8875 0.9943 1.9828  -0.265
S -2.1195 0.3433 3.0805  0.413
O -0.7186 0.7102 3.2269  -0.278
O -2.7019 -0.8720 3.5745  -0.294
F -2.7570 1.4127 4.1422  -0.265
S -2.1759 0.1312 0.6942  0.648
O -2.7477 -1.1777 0.3380  -0.279
O -0.7653 0.3774 0.3129  -0.697
F -2.9308 0.9768 -0.4133  -0.208

Computed properties:
* charge: -2
* Kohn-Sham gap: 8.4770 eV
* LUMO: 4.1 eV
* relative energy (zero: lowest compared OMol25 entry of this formula, charge and spin): 972.44 kJ/mol


Below is C19H19ClMnO7S6 as an isolated structure, with properties calculated with ωB97M-V with the def2-TZVPD basis set.

Last column: Löwdin charge in e.
Geometry (Å):
Mn 1.5082 0.1367 -0.6400  0.694
Cl 4.6901 -1.4083 3.4449  0.527
C 4.5442 -1.2800 1.6581  -0.465
C 3.0996 -1.5578 1.2422  -0.708
O 2.7216 -2.7227 1.1353  -0.026
O 2.3977 -0.5082 1.0480  -0.142
H 5.2109 -2.0254 1.2375  0.071
H 4.8373 -0.2724 1.3819  0.076
O 2.1144 1.9197 -0.4769  -0.478
S 3.1985 2.1623 -1.5547  0.136
O 2.7352 3.1328 -2.5107  -0.371
O 4.4700 2.4224 -0.9375  -0.365
S 3.1300 0.2758 -2.3516  0.418
O 1.0907 -1.6979 -1.1834  -0.595
S 0.2253 -2.4388 -0.1432  1.054
C -1.3406 -2.6938 -1.0432  -0.301
C -1.4375 -4.1714 -1.4178  -0.231
C -0.0030 -4.6599 -1.6044  -0.232
C 0.7449 -4.1506 -0.3830  -0.308
H -1.2357 -2.0433 -1.9112  0.097
H -2.1639 -2.3157 -0.4411  0.069
H -2.0523 -4.3039 -2.3088  0.111
H -1.9104 -4.7341 -0.6080  0.110
H 0.4328 -4.2288 -2.5083  0.118
H 0.0614 -5.7460 -1.6828  0.111
H 1.8296 -4.1149 -0.4400  0.086
H 0.4632 -4.6868 0.5269  0.105
O -0.3767 0.4197 -0.5209  -0.285
C -1.0843 1.4592 0.0774  -0.580
C -2.4908 0.9492 0.3715  -0.466
C -3.1968 0.9584 1.5342  -0.112
C -4.5135 0.4285 1.3901  -0.190
C -4.7783 0.0401 0.1147  -0.426
S -3.4418 0.3233 -0.9215  1.050
C -0.4108 1.8533 1.3911  -0.481
C 0.0965 0.9666 2.2945  -0.136
C 0.7381 1.5981 3.3914  -0.170
C 0.6907 2.9555 3.3033  -0.414
S -0.0996 3.4694 1.8779  1.046
C -1.2054 2.6432 -0.8756  -0.495
C -0.5233 2.8268 -2.0351  -0.105
C -0.8708 4.0383 -2.6963  -0.167
C -1.8283 4.7384 -2.0339  -0.421
S -2.3276 3.9279 -0.6082  1.006
H -2.7791 1.3275 2.4599  0.114
H -5.2241 0.3405 2.2002  0.093
H -5.6863 -0.4006 -0.2667  0.055
H 0.0506 -0.1036 2.1500  0.111
H 1.2291 1.0657 4.1936  0.102
H 1.1085 3.6789 3.9852  0.057
H 0.2252 2.1401 -2.3945  0.096
H -0.4040 4.3761 -3.6103  0.104
H -2.2594 5.6904 -2.3003  0.055

Computed properties:
* charge: -1
* 2S+1: 5
* Kohn-Sham gap (alpha / beta): 7.7305 / 8.0873 eV
* LUMO (alpha / beta): 2.0 / 2.1 eV
* relative energy (zero: lowest compared OMol25 entry of this formula, charge and spin): 8.38 kJ/mol
* <S²>: 6.075


Below is a 36-piece molecular cluster, H72O36 overall in a non-equilibrium geometry, with properties calculated with ωB97M-V with the def2-TZVPD basis set.

Last column: Löwdin charge in e.
Geometry (Å):
O 2.2278 -2.7112 4.3280  -0.044
H 1.6340 -2.1742 3.8042  -0.014
H 2.4254 -3.4379 3.7331  0.034
O -4.1859 4.2248 2.2256  -0.039
H -4.6788 5.0289 2.3921  0.055
H -4.0901 3.6241 2.9777  0.041
O 4.4037 -1.6605 0.0097  -0.043
H 5.3276 -1.5306 0.1784  0.060
H 4.1574 -2.5357 0.3776  0.048
O 0.8834 1.0849 5.1294  -0.048
H 1.0104 0.5839 5.9196  0.044
H 0.4589 0.4858 4.4812  0.022
O -1.0381 2.8453 3.9291  -0.037
H -0.3806 2.7285 4.6575  0.069
H -0.6437 2.9463 3.1035  -0.008
O -3.4082 -0.0410 -3.8455  -0.048
H -3.9273 0.7156 -3.5884  0.029
H -2.4560 0.0805 -3.7918  0.016
O 1.5424 3.7981 2.4457  -0.073
H 1.0313 4.1652 1.7069  0.001
H 1.5023 4.3613 3.2659  0.078
O -1.9190 3.4324 0.8037  -0.053
H -2.7956 3.7584 1.1244  0.044
H -2.0639 2.5142 0.5812  0.003
O -1.8033 -2.4125 2.0471  -0.048
H -2.4980 -2.0317 2.5863  0.025
H -2.0070 -2.1525 1.1569  0.012
O -4.7723 -1.2686 1.0197  -0.067
H -5.2383 -1.5771 0.1972  0.100
H -5.2797 -1.6680 1.7426  0.055
O 3.9858 -3.6132 -3.8105  -0.042
H 3.1789 -3.2442 -3.4139  0.029
H 3.7860 -3.5070 -4.7338  0.034
O -3.2847 1.3871 3.4428  -0.051
H -3.0294 1.3076 2.5140  0.017
H -2.5323 1.7756 3.8858  0.007
O -0.3546 3.2813 -2.0439  -0.068
H -0.1226 4.1759 -1.7355  0.052
H 0.3202 3.1182 -2.7743  0.048
O 0.4942 -4.4400 -1.6434  -0.054
H -0.0924 -4.5910 -0.9212  0.014
H 0.8254 -3.5148 -1.5489  0.005
O 4.5367 -0.8699 3.2770  -0.057
H 4.5023 0.0812 3.1336  0.008
H 3.9293 -1.1034 3.9840  0.013
O 2.7132 -4.0959 0.7656  -0.048
H 1.8462 -4.1292 1.2123  0.018
H 2.6241 -4.5911 -0.0532  0.041
O 1.1168 -2.2662 -5.8169  -0.055
H 0.7300 -2.0972 -6.6387  0.011
H 0.4587 -2.6130 -5.1568  0.014
O 2.4419 0.4109 -5.5661  -0.061
H 1.9793 -0.4621 -5.5432  0.025
H 3.0629 0.4555 -6.2996  0.054
O -2.8998 0.6192 0.6647  -0.086
H -2.0660 0.3302 0.2684  0.022
H -3.5638 -0.1081 0.8653  0.028
O -0.2075 -4.6576 1.7810  -0.081
H -0.8321 -5.3946 1.8553  0.050
H -0.7132 -3.9046 2.2179  0.035
O -3.7712 -2.4896 -2.8496  -0.094
H -3.8050 -1.6233 -3.3224  0.005
H -3.5842 -3.1649 -3.5494  0.073
O 1.1190 2.6049 -4.2716  -0.060
H 0.6591 2.7714 -5.1194  0.079
H 1.8127 2.0029 -4.5364  -0.006
O -0.6274 0.0007 -3.0115  -0.040
H 0.1751 0.2500 -3.4918  0.037
H -0.3757 0.4008 -2.1668  0.007
O 4.6599 -0.9592 -2.9358  -0.065
H 4.4718 -1.4455 -2.1006  0.025
H 4.6034 -1.6738 -3.5770  0.017
O 2.5683 0.7567 -2.4354  -0.053
H 3.3260 0.2422 -2.7602  0.003
H 2.7281 1.0122 -1.5242  0.048
O -1.8820 -2.2565 -0.8473  -0.026
H -1.0361 -2.0261 -1.2270  0.018
H -2.5126 -2.3376 -1.5548  -0.016
O 0.1373 -0.8658 3.1147  -0.084
H 0.5494 -0.7546 2.2296  0.041
H -0.5974 -1.5411 3.0578  0.044
O -4.1023 -1.1691 3.5556  -0.049
H -4.0366 -1.7506 4.3072  0.054
H -3.9369 -0.2528 3.7873  0.005
O 0.1055 4.8216 0.3176  -0.099
H -0.8703 4.5827 0.3344  0.029
H 0.1910 5.7808 0.4866  0.076
O 1.8637 -1.9693 -1.7297  -0.046
H 1.8783 -1.0695 -2.0692  0.010
H 2.2315 -1.9665 -0.8256  0.035
O -3.6023 2.1224 -2.0266  -0.026
H -3.1446 2.9469 -1.9436  0.024
H -3.2826 1.5964 -1.3026  0.000
O -0.3257 5.8845 3.8293  -0.049
H -0.8213 6.6388 4.0966  0.020
H -0.9253 5.1364 4.0358  0.030
O -0.3508 1.2437 -0.4612  -0.071
H -0.2638 2.0662 -1.0388  0.010
H 0.4014 1.2135 0.1285  0.038
O 3.1108 1.6559 3.0077  -0.079
H 2.7225 2.4698 2.5889  0.034
H 2.5135 1.4866 3.7483  0.025
O 2.3102 -0.1223 1.1145  -0.043
H 2.4212 0.6072 1.7296  -0.009
H 3.1400 -0.5379 1.2136  -0.025
O -0.6961 -3.1476 -3.9970  -0.047
H -0.9259 -2.3034 -3.5675  0.031
H -0.4757 -3.7845 -3.3068  0.028

Computed properties:
* charge: 0
* Kohn-Sham gap: 10.6311 eV
* LUMO: 0.0 eV
* relative energy (zero: lowest compared OMol25 entry of this formula, charge and spin): 0.00 kJ/mol


Below is C4H8O2 as an isolated structure in a non-equilibrium geometry, with properties calculated with ωB97M-V with the def2-TZVPD basis set.

Last column: Löwdin charge in e.
Geometry (Å):
C 0.9718 1.7511 -0.9903  -0.157
C 0.5997 1.5620 0.4512  -0.067
C -0.1653 -0.1745 0.3202  -0.311
O -0.0565 -0.5741 -0.8209  0.001
O -0.7670 -1.0280 1.1799  -0.055
C -1.1542 -2.3237 0.5904  -0.032
H 0.4148 2.5164 -1.5442  0.072
H 2.0425 1.7799 -1.2247  0.072
H 0.5834 0.7103 -1.3151  0.044
H 1.4455 1.4965 1.1431  0.082
H -0.1555 2.2521 0.8396  0.081
H -1.9846 -2.7113 1.1854  0.089
H -1.4588 -2.2275 -0.4550  0.086
H -0.3158 -3.0292 0.6404  0.095

Computed properties:
* charge: 0
* Kohn-Sham gap: 10.8736 eV
* LUMO: 1.0 eV
* relative energy (zero: lowest compared OMol25 entry of this formula, charge and spin): 273.48 kJ/mol


Below is an isolated molecule of C6H9FN2 in a non-equilibrium geometry, with properties calculated with ωB97M-V with the def2-TZVPD basis set.

Last column: Löwdin charge in e.
Geometry (Å):
C -1.5884 0.2731 0.1653  -0.092
C -1.2008 -0.5112 -1.0671  -0.190
C -0.8072 1.1240 0.8417  -0.081
C -0.6635 -1.6894 -0.9749  -0.024
C 0.6597 1.5924 0.5807  -0.116
C 1.3341 0.9377 -0.5181  -0.244
N 1.9308 -1.0983 0.4008  0.025
N 1.9692 -0.2306 -0.5271  -0.075
F 1.6941 1.7953 -1.6135  -0.017
H -2.4588 -0.0231 0.6957  0.089
H -1.3298 0.0040 -1.9949  0.096
H -1.1572 1.8140 1.6285  0.103
H -0.6775 -2.2602 -1.9108  0.076
H 0.7332 2.6598 0.4852  0.118
H 1.1306 1.3400 1.5294  0.113
H -0.5499 -2.1046 -0.0423  0.035
H 1.7879 -0.7707 1.2745  -0.014
H 2.6793 -0.5656 -1.2324  0.199

Computed properties:
* charge: 0
* Kohn-Sham gap (alpha / beta): 8.4812 / 8.4798 eV
* LUMO (alpha / beta): 0.8 / 0.8 eV
* relative energy (zero: lowest compared OMol25 entry of this formula, charge and spin): 411.96 kJ/mol


Below is C19H39HfN2O3P3 as an isolated structure in a non-equilibrium geometry, with properties calculated with ωB97M-V with the def2-TZVPD basis set.

Last column: Löwdin charge in e.
Geometry (Å):
P 2.7842 -0.3156 -0.2185  0.839
C 3.5363 -0.4608 1.4323  -0.199
H 4.6097 -0.2353 1.3344  0.096
H 3.4170 -1.4834 1.8130  0.045
H 3.0750 0.2492 2.1283  0.056
C 3.4343 -1.8601 -0.9477  -0.212
H 3.4025 -1.8427 -2.0401  0.052
H 2.8246 -2.6997 -0.5887  0.068
H 4.4696 -1.9947 -0.6107  0.091
C 3.8669 0.9953 -0.9072  -0.195
H 4.9050 0.6433 -0.8427  0.093
H 3.7509 1.9058 -0.3054  0.068
H 3.6183 1.2251 -1.9483  0.046
P -0.8714 2.9957 -0.5131  0.814
C -0.9839 3.9211 1.0412  -0.179
H -1.4179 4.9090 0.8221  0.103
H 0.0093 4.0425 1.4880  0.066
H -1.6352 3.3861 1.7423  0.066
C 0.1723 4.1188 -1.5009  -0.195
H 0.1267 3.8752 -2.5669  0.054
H 1.2133 4.0370 -1.1650  0.069
H -0.1776 5.1473 -1.3433  0.093
C -2.5647 3.2478 -1.1516  -0.193
H -2.7163 4.3217 -1.3267  0.096
H -3.2838 2.8883 -0.4056  0.067
H -2.7301 2.7012 -2.0859  0.045
P -2.2283 -1.7571 -0.0329  0.848
C -3.0887 -2.0735 1.5385  -0.188
H -3.6447 -3.0164 1.4142  0.096
H -3.7943 -1.2626 1.7617  0.075
H -2.3810 -2.1698 2.3719  0.054
C -3.6837 -1.7077 -1.1331  -0.194
H -4.3846 -2.4817 -0.7979  0.092
H -3.4114 -1.8845 -2.1763  0.051
H -4.1704 -0.7275 -1.0538  0.074
C -1.4616 -3.3894 -0.2780  -0.202
H -2.2561 -4.1475 -0.2462  0.092
H -0.7470 -3.5646 0.5378  0.070
H -0.9235 -3.4521 -1.2297  0.037
Hf -0.0340 0.1585 -1.0351  1.230
C 1.0696 1.5206 0.5687  -0.234
O 1.5335 2.1172 1.4696  0.157
C -1.7807 0.6429 0.4733  -0.253
O -2.5299 0.9909 1.3294  0.096
C -1.4131 0.0435 -2.8631  -0.103
C -0.7935 -1.2204 -2.7290  -0.122
C 0.6132 -1.3176 -2.6543  -0.102
C 1.3972 -0.1575 -2.8577  -0.119
C 0.7870 1.1144 -2.9260  -0.114
C -0.6259 1.2111 -2.9659  -0.139
H -2.4956 0.1320 -2.9256  0.154
H -1.3943 -2.1270 -2.7187  0.126
H 1.0811 -2.2868 -2.4818  0.154
H 2.4753 -0.2327 -2.9777  0.128
H 1.3988 2.0067 -3.0288  0.153
H -1.0960 2.1581 -3.2009  0.129
C 1.7840 -2.5611 3.5995  -0.048
N 0.5927 -1.8458 3.9958  0.054
C -0.0362 -0.9972 3.1484  -0.560
N -1.1637 -0.3887 3.6458  0.189
O 0.3590 -0.8286 1.9637  -0.095
H 2.6755 -1.9196 3.6718  0.086
H 1.6888 -2.8898 2.5546  0.080
H 1.9212 -3.4413 4.2401  0.118
H 0.2751 -1.9103 4.9586  0.169
H -1.6040 0.3371 3.0985  0.073
H -1.3447 -0.3922 4.6376  0.136

Computed properties:
* charge: +4
* Kohn-Sham gap: 5.1539 eV
* LUMO: -15.1 eV


Below is an isolated molecule of C5H7NO in a non-equilibrium geometry, with properties calculated with ωB97M-V with the def2-TZVPD basis set.

Last column: Löwdin charge in e.
Geometry (Å):
H -2.8451 1.7699 0.0808  0.073
N -2.2371 1.0973 0.5849  0.138
C -1.0452 0.8412 0.2286  -0.311
O -0.3718 1.4862 -0.8704  -0.075
C 0.6776 0.6514 -1.3809  -0.156
C 1.1581 -0.2501 -0.2140  -0.224
C 1.4082 0.5041 1.0608  -0.078
C 0.0608 -0.1867 0.8321  -0.110
H 1.5299 1.2373 -1.7617  0.126
H 0.2711 0.0374 -2.2013  0.123
H 1.7420 -1.1330 -0.5138  0.142
H 1.3456 1.5802 0.9560  0.106
H 2.1325 0.2005 1.8297  0.111
H -0.2300 -1.0412 1.4624  0.136

Computed properties:
* charge: 0
* Kohn-Sham gap: 10.8752 eV
* LUMO: 1.1 eV
* relative energy (zero: lowest compared OMol25 entry of this formula, charge and spin): 171.72 kJ/mol


charge of number 6 (C6H9FN2)? 0


Look up the charge of the eighth one. 0


Among the records above, which one has the lowest charge? F14NO4P2RbS2


charge of number 6 (C6H9FN2)? 0